(1)
Molecular formula: C38H60P3RuSSi
Method: DFT, ωB97M-V/def2-TZVPD

ΔE to the lowest compared entry with this formula, charge and spin   10.3 kcal per mole
Total energy   -3290.17567 Eh
Total charge   +2
Lowest unoccupied orbital energy (alpha / beta)   -5.83 / -6.49 eV
Multiplicity   2
Highest occupied orbital energy (alpha / beta)   -13.483 / -13.352 eV

Each line ends with the Mulliken spin population.
Atoms and positions in Å:
Ru (-0.011, 0.735, 0.226)  1.010
C (4.568, 0.003, -1.510)  0.000
C (4.029, -0.800, -0.325)  0.003
C (5.157, -1.183, 0.633)  0.000
P (2.560, -0.026, 0.532)  -0.066
C (3.176, 1.248, 1.772)  0.011
C (4.264, 2.141, 1.159)  -0.002
C (3.600, 0.765, 3.157)  -0.002
C (1.908, -1.531, 1.368)  0.009
C (2.457, -2.162, 2.485)  -0.019
C (1.898, -3.330, 2.992)  0.021
C (0.773, -3.888, 2.402)  -0.001
C (0.222, -3.284, 1.282)  0.049
C (0.798, -2.129, 0.736)  0.048
Si (0.085, -1.412, -0.822)  -0.051
C (1.186, -1.265, -2.313)  0.002
C (1.862, -2.350, -2.874)  -0.006
C (2.623, -2.187, -4.025)  -0.001
C (2.717, -0.936, -4.621)  0.000
C (2.058, 0.154, -4.065)  0.005
C (1.297, -0.007, -2.908)  0.011
P (0.278, 1.306, -2.172)  0.062
C (-1.029, 1.547, -3.461)  0.008
C (-0.482, 2.100, -4.778)  0.000
C (-1.780, 0.243, -3.730)  0.000
C (1.157, 2.936, -2.051)  -0.084
C (0.766, 3.581, -0.706)  0.086
C (2.670, 2.822, -2.180)  -0.002
C (-1.600, -2.071, -1.164)  -0.019
C (-1.767, -3.327, -1.753)  -0.002
C (-3.036, -3.818, -2.024)  0.000
C (-4.147, -3.042, -1.724)  0.000
C (-3.989, -1.791, -1.143)  0.000
C (-2.717, -1.299, -0.842)  0.021
P (-2.483, 0.337, -0.058)  -0.040
C (-3.523, 1.543, -1.018)  -0.002
C (-5.023, 1.591, -0.713)  -0.001
C (-2.930, 2.951, -0.879)  -0.029
C (-3.175, 0.151, 1.653)  0.001
C (-3.282, 1.522, 2.328)  0.001
C (-4.470, -0.647, 1.806)  -0.001
H (5.339, -0.585, -2.014)  0.000
H (5.029, 0.938, -1.191)  0.000
H (3.793, 0.218, -2.237)  0.002
H (3.582, -1.717, -0.715)  -0.001
H (5.658, -0.311, 1.049)  0.000
H (5.904, -1.744, 0.067)  0.000
H (4.825, -1.825, 1.448)  0.000
H (2.297, 1.875, 1.895)  -0.001
H (5.212, 1.621, 1.043)  0.000
H (4.436, 2.988, 1.826)  0.000
H (3.972, 2.546, 0.192)  0.001
H (4.501, 0.150, 3.113)  0.000
H (2.810, 0.204, 3.653)  -0.001
H (3.836, 1.635, 3.776)  0.000
H (3.317, -1.747, 2.988)  -0.001
H (2.349, -3.804, 3.855)  0.000
H (0.337, -4.792, 2.806)  0.001
H (-0.655, -3.721, 0.815)  0.004
H (1.800, -3.332, -2.412)  0.000
H (3.137, -3.034, -4.461)  0.000
H (3.304, -0.805, -5.521)  0.000
H (2.154, 1.124, -4.535)  0.000
H (-1.708, 2.284, -3.025)  0.006
H (0.078, 1.338, -5.321)  0.000
H (0.147, 2.982, -4.658)  0.000
H (-1.328, 2.389, -5.403)  0.000
H (-1.145, -0.453, -4.283)  0.000
H (-2.665, 0.441, -4.340)  0.000
H (-2.098, -0.255, -2.827)  0.001
H (0.762, 3.562, -2.850)  -0.001
H (0.893, 2.880, 0.130)  -0.046
H (-0.262, 3.933, -0.705)  0.006
H (1.410, 4.435, -0.490)  0.005
H (3.058, 2.048, -1.525)  -0.002
H (3.127, 3.774, -1.903)  0.000
H (2.986, 2.592, -3.196)  0.000
H (-0.899, -3.927, -2.016)  0.000
H (-3.157, -4.795, -2.474)  0.000
H (-5.141, -3.410, -1.942)  0.000
H (-4.871, -1.210, -0.916)  0.000
H (-3.394, 1.209, -2.048)  0.000
H (-5.223, 1.975, 0.285)  0.000
H (-5.521, 0.632, -0.819)  0.000
H (-5.493, 2.276, -1.422)  0.000
H (-3.205, 3.397, 0.079)  -0.001
H (-3.312, 3.602, -1.668)  0.000
H (-1.848, 2.934, -0.938)  -0.001
H (-2.380, -0.417, 2.137)  0.001
H (-4.164, 2.063, 1.989)  0.000
H (-2.409, 2.144, 2.135)  -0.002
H (-3.380, 1.399, 3.409)  0.000
H (-5.315, -0.171, 1.308)  0.000
H (-4.716, -0.715, 2.868)  0.000
H (-4.369, -1.665, 1.430)  0.000
C (0.045, 2.279, 3.816)  -0.003
S (-0.060, 0.863, 2.710)  0.010
C (-0.433, -0.498, 3.824)  0.002
H (0.864, 2.115, 4.513)  0.000
H (-0.897, 2.393, 4.348)  0.000
H (0.238, 3.169, 3.219)  0.001
H (-1.428, -0.377, 4.252)  -0.001
H (0.316, -0.504, 4.615)  0.002
H (-0.377, -1.425, 3.256)  0.002

=====

(2)
Molecular formula: C3H9N6O3
Method: DFT, ωB97M-V/def2-TZVPD

ΔE to the lowest compared entry with this formula, charge and spin   0.0 kcal per mole
Total energy   -673.72187 Eh
Total charge   +1
Lowest unoccupied orbital energy   -2.79 eV
Multiplicity   1
Highest occupied orbital energy   -11.908 eV

Each line ends with the natural charge from an NBO analysis.
Atoms and positions in Å:
C (-1.446, -0.782, -0.993)  0.608
C (1.719, -0.243, 0.537)  0.621
C (-1.109, 2.507, 1.960)  1.049
N (-2.633, -1.410, -0.559)  -0.791
N (1.588, -1.182, 1.508)  -0.776
N (-0.507, -0.699, -0.066)  -0.484
N (0.640, -0.131, -0.233)  0.059
N (-1.243, -0.476, -2.244)  -0.780
N (2.836, 0.376, 0.300)  -0.770
O (-0.255, 2.490, 1.172)  -0.589
O (-1.794, 2.470, 2.879)  -0.451
O (0.706, 0.957, -1.028)  -0.586
H (-2.860, -1.264, 0.460)  0.415
H (-3.447, -1.410, -1.110)  0.398
H (0.786, -1.807, 1.486)  0.434
H (2.361, -1.804, 1.568)  0.395
H (-1.873, -0.367, -3.024)  0.424
H (-0.332, -0.258, -2.519)  0.411
H (3.703, 0.113, 0.845)  0.447
H (2.793, 1.160, -0.412)  0.458
H (0.368, 1.760, -0.527)  0.508

=====

(3)
Molecular formula: C10H13NO
Method: DFT, ωB97M-V/def2-TZVPD

ΔE to the lowest compared entry with this formula, charge and spin   83.5 kcal per mole
Total energy   -518.70990 Eh
Lowest unoccupied orbital energy   0.03 eV
Multiplicity   1
Highest occupied orbital energy   -8.477 eV

Each line ends with the natural charge from an NBO analysis.
Atoms and positions in Å:
C (1.341, 1.497, 1.589)  0.243
C (0.177, -2.191, -0.026)  -0.237
C (0.356, -1.590, -1.295)  -0.279
C (-0.469, -1.619, 1.066)  -0.149
C (-0.030, -0.290, -1.426)  -0.179
C (-1.108, -0.222, 0.835)  -0.367
C (-0.404, 0.539, -0.185)  0.389
C (-2.509, -0.499, 0.241)  -0.620
C (2.280, 1.472, -0.644)  -0.602
C (1.433, 0.732, 0.450)  -0.384
N (1.289, 2.072, 2.616)  -0.342
O (-0.869, 1.758, -0.543)  -0.709
H (0.410, -3.289, -0.092)  0.221
H (0.494, -2.088, -2.228)  0.229
H (-0.931, -2.182, 1.893)  0.228
H (-0.394, 0.231, -2.369)  0.232
H (-1.111, 0.454, 1.654)  0.238
H (-3.040, -1.327, 0.786)  0.216
H (-2.457, -0.856, -0.823)  0.221
H (-3.354, 0.281, 0.299)  0.233
H (2.027, 2.523, -0.780)  0.217
H (3.341, 1.381, -0.259)  0.220
H (2.266, 1.119, -1.608)  0.221
H (1.754, -0.296, 0.744)  0.270
H (-0.492, 2.391, 0.102)  0.490

=====

(4)
Molecular formula: C21H54LiN3O13P
Method: DFT, ωB97M-V/def2-TZVPD

ΔE to the lowest compared entry with this formula, charge and spin   133.6 kcal per mole
Total energy   -2323.11944 Eh
Total charge   +1
Lowest unoccupied orbital energy   -2.38 eV
Multiplicity   1
Highest occupied orbital energy   -7.792 eV

Each line ends with the Mulliken charge.
Atoms and positions in Å:
C (1.182, 4.916, 1.390)  -1.253
N (2.400, 4.635, 2.375)  0.553
C (3.741, 5.153, 1.912)  -1.133
C (1.994, 5.290, 3.708)  -0.743
C (2.514, 3.211, 2.767)  -0.968
C (1.398, 2.398, 3.407)  -0.206
O (1.730, 1.040, 3.487)  -0.652
H (1.190, 5.912, 1.224)  0.601
H (0.142, 4.588, 1.943)  0.254
H (1.220, 4.525, 0.557)  0.558
H (3.784, 6.009, 1.756)  0.644
H (3.994, 4.395, 1.122)  0.274
H (4.427, 5.052, 2.854)  0.369
H (2.233, 4.673, 4.671)  0.283
H (0.911, 5.603, 3.857)  0.319
H (2.434, 6.349, 3.909)  0.337
H (3.402, 3.079, 3.315)  0.511
H (2.945, 2.729, 1.858)  0.302
H (0.539, 2.528, 2.729)  0.084
H (1.432, 2.794, 4.417)  0.392
H (1.282, 0.726, 2.635)  0.475
C (-3.538, -1.742, -0.260)  -0.710
N (-3.979, -0.406, -0.566)  0.731
C (-3.375, -0.009, -1.944)  -3.568
C (-5.420, -0.231, -0.825)  -1.469
C (-3.669, 0.562, 0.570)  0.062
C (-3.559, 2.077, 0.237)  -0.571
O (-2.953, 2.807, 1.307)  -0.565
H (-2.394, -1.560, -0.142)  0.059
H (-3.827, -2.475, -1.110)  0.239
H (-3.971, -2.124, 0.645)  0.477
H (-3.640, -0.479, -2.699)  1.246
H (-2.402, -0.117, -2.005)  1.049
H (-3.511, 0.837, -2.322)  1.188
H (-5.644, -1.010, -1.401)  0.557
H (-5.641, 0.538, -1.488)  0.497
H (-5.944, -0.118, -0.030)  0.488
H (-2.564, 0.520, 0.766)  -0.616
H (-4.153, 0.396, 1.448)  0.881
H (-4.495, 2.479, -0.104)  0.431
H (-2.938, 2.370, -0.629)  0.207
H (-2.087, 2.898, 1.178)  0.428
C (3.139, 0.135, -4.349)  -1.082
N (1.902, -0.197, -3.707)  0.772
C (2.160, -0.927, -2.454)  -0.372
C (1.196, 1.115, -3.527)  -1.221
C (1.037, -1.057, -4.666)  -1.287
C (-0.245, -1.624, -4.091)  0.811
O (-1.043, -2.239, -5.123)  -0.623
H (3.022, 0.622, -5.249)  0.470
H (3.914, -0.590, -4.564)  0.354
H (3.621, 0.781, -3.648)  0.448
H (2.851, -0.318, -1.751)  0.316
H (2.564, -2.048, -2.477)  0.228
H (1.239, -1.262, -1.828)  -0.304
H (1.049, 1.642, -4.449)  0.364
H (1.639, 1.706, -2.859)  0.836
H (0.196, 1.102, -3.113)  0.089
H (1.613, -1.829, -4.964)  0.489
H (0.788, -0.533, -5.583)  0.471
H (-0.798, -0.833, -3.594)  0.074
H (-0.250, -2.248, -3.256)  -0.156
H (-1.929, -2.597, -4.623)  0.375
Li (-0.039, -1.127, 0.882)  1.662
P (0.549, 1.359, 0.147)  -0.449
O (-0.173, 0.253, -0.376)  -0.786
O (1.033, 0.348, 1.304)  -1.058
O (-0.396, 2.311, 0.706)  -0.638
O (1.611, 1.833, -0.706)  -0.935
C (-1.318, -4.386, -1.485)  0.287
O (0.007, -4.821, -1.002)  -0.417
C (0.939, -4.008, -0.574)  0.546
O (0.565, -2.962, -0.106)  0.083
O (2.230, -4.473, -0.617)  -0.413
C (3.194, -3.798, 0.225)  -0.679
H (-1.486, -3.750, -2.423)  0.163
H (-1.678, -3.762, -0.974)  -0.597
H (-1.922, -5.334, -1.480)  0.326
H (3.138, -2.718, 0.083)  0.155
H (4.190, -3.969, -0.015)  0.425
H (3.045, -4.164, 1.222)  0.291
C (1.658, -2.286, 3.325)  -0.339
O (0.705, -3.427, 3.230)  -0.330
C (-0.498, -3.134, 2.915)  0.910
O (-0.882, -2.039, 2.466)  -0.727
O (-1.339, -4.051, 3.398)  -0.445
C (-2.705, -3.912, 3.372)  -0.556
H (1.675, -1.323, 2.802)  0.023
H (2.536, -2.637, 2.839)  0.311
H (1.823, -1.972, 4.338)  0.328
H (-3.069, -4.699, 3.804)  0.371
H (-3.303, -3.946, 2.196)  0.040
H (-2.946, -3.039, 3.901)  0.354

=====

(5)
Molecular formula: C3H5NS
Method: DFT, ωB97M-V/def2-TZVPD

ΔE to the lowest compared entry with this formula, charge and spin   12.0 kcal per mole
Total energy   -570.21540 Eh
Lowest unoccupied orbital energy   0.99 eV
Multiplicity   1
Highest occupied orbital energy   -8.470 eV

Each line ends with the natural charge from an NBO analysis.
Atoms and positions in Å:
C (0.188, -0.765, -0.897)  -0.532
C (-0.628, 0.313, -0.174)  -0.489
C (0.052, 0.763, 1.093)  0.084
H (0.214, -0.736, -1.984)  0.235
H (-0.187, -1.730, -0.615)  0.208
H (-0.765, 1.281, -0.723)  0.230
H (-1.529, -0.169, 0.143)  0.229
H (-0.400, 1.278, 1.894)  0.196
N (1.225, 0.381, 1.255)  -0.521
S (1.830, -0.615, 0.008)  0.359